1.
A 2-piece molecular cluster, C3H3O3 overall, computed with ωB97M-V with the def2-TZVPD basis set.

Element x y z (Å)
1 C 4.395 -0.230 0.242
2 C 0.543 1.076 0.009
3 C -0.626 0.632 -0.314
4 O 4.602 -0.976 -0.596
5 O -1.343 -0.170 0.507
6 O 1.636 1.414 0.245
7 H 4.266 0.707 0.886
8 H -1.110 0.878 -1.273
9 H -2.073 -0.564 0.043

charge: +1
energy relative to the best compared isomer or geometry (same formula, charge and spin): 68.4 kcal per mole
spin multiplicity: 1
electronic energy: -341.3996 Eh
HOMO-LUMO gap: 4.36 eV
molecular weight: 87.05 g/mol

2.
An isolated ion of composition C3H3O3S and charge -1, computed with ωB97M-V with the def2-TZVPD basis set.

Element x y z (Å)
1 C 0.362 0.476 0.660
2 C -0.498 -0.024 -0.233
3 C 2.059 -0.487 -0.364
4 O -2.705 -1.245 0.410
5 O -2.902 0.818 -0.937
6 O 1.703 0.489 0.500
7 S -2.242 0.138 0.201
8 H -0.124 0.997 1.507
9 H 1.186 -0.791 -1.122
10 H 3.163 -0.371 -0.622

charge: -1
energy relative to the best compared isomer or geometry (same formula, charge and spin): 127.2 kcal per mole
spin multiplicity: 1
electronic energy: -739.8726 Eh
HOMO-LUMO gap (spin up / spin down): 7.30 / 6.78 eV
molecular weight: 119.12 g/mol

3.
C3H3O3Sn as an isolated structure, computed with ωB97M-V with the def2-TZVPD basis set.

Element x y z (Å)
1 C 0.804 0.070 1.155
2 O -0.312 -0.176 -1.373
3 C -0.280 0.954 -0.767
4 C 0.606 -1.206 0.712
5 O 0.496 1.140 0.268
6 O -1.252 1.739 -0.946
7 H 0.543 0.364 2.174
8 H 1.178 -1.618 -0.117
9 H -0.044 -1.855 1.304
10 Sn -1.740 0.587 -2.411

charge: +1
energy relative to the best compared isomer or geometry (same formula, charge and spin): 0.0 kcal per mole
spin multiplicity: 1
electronic energy: -555.7700 Eh
HOMO-LUMO gap: 7.41 eV
molecular weight: 205.76 g/mol

4.
C3H3O3Sn as an isolated structure, computed with ωB97M-V with the def2-TZVPD basis set.

Element x y z (Å)
1 O 0.226 -0.175 -1.221
2 Sn -3.291 1.633 -0.845
3 O -1.780 0.776 -1.073
4 C -0.861 0.196 -0.499
5 O -0.685 0.095 0.759
6 C 1.250 -0.572 -0.415
7 H 0.676 -1.391 1.537
8 H 2.248 -0.420 -0.817
9 C 0.838 -0.451 0.997
10 H 1.380 0.308 1.576

charge: +2
energy relative to the best compared isomer or geometry (same formula, charge and spin): 59.1 kcal per mole
spin multiplicity: 2
electronic energy: -555.3232 Eh
HOMO-LUMO gap (spin up / spin down): 5.97 / 11.26 eV
molecular weight: 205.76 g/mol

5.
A 2-piece molecular cluster, C3H3O4 overall, computed with ωB97M-V with the def2-TZVPD basis set.

Element x y z (Å)
1 C -0.976 -0.995 0.242
2 C -0.257 0.088 0.012
3 C 2.235 0.314 -1.227
4 O 2.152 -0.500 -2.057
5 O 2.627 1.181 -0.550
6 O -2.136 -1.132 1.095
7 O -0.687 1.294 0.722
8 H -0.746 -1.940 -0.235
9 H -2.214 -0.247 1.465
10 H 0.002 1.937 0.533

charge: -1
energy relative to the best compared isomer or geometry (same formula, charge and spin): 44.4 kcal per mole
spin multiplicity: 1
electronic energy: -417.0580 Eh
HOMO-LUMO gap: 6.59 eV
molecular weight: 103.05 g/mol

6.
A 2-piece molecular cluster, C3H3O6 overall, computed with ωB97M-V with the def2-TZVPD basis set.

Element x y z (Å)
1 C 0.583 0.756 -1.173
2 C -0.155 1.227 -2.122
3 C -0.509 -0.897 1.109
4 O 1.273 -0.404 -1.340
5 O 1.067 1.569 -0.133
6 O -0.940 1.710 -2.865
7 O -1.244 -0.664 0.198
8 O -1.031 -1.191 2.354
9 O 0.759 -0.781 1.238
10 H 1.323 -0.839 -0.403
11 H -1.960 -1.621 2.454
12 H 0.833 1.136 0.681

charge: -1
energy relative to the best compared isomer or geometry (same formula, charge and spin): 5.8 kcal per mole
spin multiplicity: 1
electronic energy: -567.5875 Eh
HOMO-LUMO gap: 7.50 eV
molecular weight: 135.05 g/mol

7.
C3H3O9Zn as an isolated structure, computed with ωB97M-V with the def2-TZVPD basis set.

Element x y z (Å)
1 Zn -0.312 -0.199 -0.177
2 O 0.690 2.458 -2.726
3 C 0.405 1.528 -1.786
4 O 1.261 1.261 -0.908
5 O -0.718 0.959 -1.825
6 H 1.486 2.871 -2.373
7 O 2.460 -2.781 -0.006
8 C 1.349 -2.007 -0.072
9 O 1.019 -1.348 0.958
10 O 0.694 -1.953 -1.132
11 H 2.692 -2.723 0.925
12 O -2.969 0.310 2.512
13 C -2.024 0.172 1.552
14 O -2.066 -0.830 0.798
15 O -1.162 1.081 1.421
16 H -2.805 1.201 2.840

charge: -1
spin multiplicity: 1
electronic energy: -2572.8942 Eh
HOMO-LUMO gap: 9.59 eV
molecular weight: 248.44 g/mol

8.
One molecule with the formula C3H3P3, computed with ωB97M-V with the def2-TZVPD basis set.

Element x y z (Å)
1 P -2.510 -0.455 0.859
2 C -1.037 0.331 0.589
3 C -0.057 1.102 0.705
4 P 1.615 1.673 0.509
5 C 2.368 0.126 0.387
6 P 2.359 -1.476 0.529
7 H -3.088 -0.200 -0.317
8 H 1.505 1.849 -0.948
9 H 0.928 -1.744 0.495

charge: 0
energy relative to the best compared isomer or geometry (same formula, charge and spin): 96.8 kcal per mole
SMILES: P=C=C=[PH]=C=P
spin multiplicity: 1
electronic energy: -1139.9354 Eh
HOMO-LUMO gap (spin up / spin down): 6.98 / 6.98 eV
molecular weight: 131.98 g/mol

9.
C3H4AgO4 as an isolated structure, computed with ωB97M-V with the def2-TZVPD basis set.

Element x y z (Å)
1 O -0.848 -1.109 -0.043
2 C -0.013 0.046 -0.170
3 C -2.213 -0.727 0.089
4 O 0.909 0.019 -1.090
5 O -0.884 1.144 -0.230
6 C -2.139 0.765 0.156
7 H -2.644 -1.180 0.995
8 H -2.773 -1.092 -0.789
9 H -2.938 1.449 -0.125
10 Ag 2.483 0.056 0.063
11 O 0.734 0.098 1.098
12 H 0.206 -0.365 1.808

charge: +1
energy relative to the best compared isomer or geometry (same formula, charge and spin): 14.1 kcal per mole
spin multiplicity: 3
electronic energy: -564.1817 Eh
HOMO-LUMO gap (spin up / spin down): 5.65 / 6.61 eV
molecular weight: 211.93 g/mol

10.
One molecule with the formula C3H4BCl2N3O3, computed with ωB97M-V with the def2-TZVPD basis set.

Element x y z (Å)
1 O 1.909 0.407 0.042
2 B 1.848 -0.359 -1.052
3 O 2.929 -0.657 -1.885
4 O 0.756 -0.876 -1.564
5 N -0.475 -0.524 -0.912
6 N -0.724 0.729 -0.969
7 C -1.907 1.087 -0.533
8 Cl -2.362 2.732 -0.663
9 C -2.909 0.230 0.107
10 C -2.505 -1.163 -0.379
11 Cl -3.636 -2.383 -0.183
12 N -1.364 -1.492 -0.760
13 H 2.791 0.900 0.112
14 H 3.640 -0.113 -1.458
15 H -3.013 0.140 1.253
16 H -3.932 0.399 -0.180

charge: 0
energy relative to the best compared isomer or geometry (same formula, charge and spin): 0.0 kcal per mole
SMILES: OB(O)ON1N=C(Cl)CC(Cl)=N1
spin multiplicity: 1
electronic energy: -1451.9508 Eh
HOMO-LUMO gap: 8.51 eV
molecular weight: 211.80 g/mol

11.
One molecule with the formula C3H4Br2O, computed with ωB97M-V with the def2-TZVPD basis set.

Element x y z (Å)
1 C 0.449 0.578 0.981
2 C -0.092 -0.544 0.168
3 Br 0.313 -2.311 0.634
4 O -1.401 -0.321 -0.291
5 C -0.448 -0.307 -1.234
6 Br -0.196 1.309 -2.127
7 H 0.121 0.682 2.005
8 H 0.176 1.490 0.477
9 H 1.453 0.706 1.181
10 H -0.376 -1.281 -1.795

charge: 0
energy relative to the best compared isomer or geometry (same formula, charge and spin): 14.9 kcal per mole
SMILES: C[C@@]1(Br)O[C@H]1Br
spin multiplicity: 1
electronic energy: -5339.9205 Eh
HOMO-LUMO gap: 10.93 eV
molecular weight: 215.87 g/mol

12.
A 2-piece molecular cluster, C3H4Br2S overall, computed with ωB97M-V with the def2-TZVPD basis set.

Element x y z (Å)
1 C 0.123 0.335 -1.978
2 C -0.948 -0.651 0.528
3 C 0.111 0.289 0.109
4 S -0.878 1.083 -2.820
5 Br -0.156 -2.426 -0.020
6 Br -0.043 1.961 1.057
7 H 0.802 -0.525 -2.019
8 H -1.730 -0.741 -0.116
9 H -1.164 -0.633 1.613
10 H 1.162 0.078 0.156

charge: 0
energy relative to the best compared isomer or geometry (same formula, charge and spin): 61.2 kcal per mole
spin multiplicity: 1
electronic energy: -5662.8071 Eh
HOMO-LUMO gap: 7.85 eV
molecular weight: 231.94 g/mol

13.
C3H4Br3CaO2Rb as an isolated structure, computed with ωB97M-V with the def2-TZVPD basis set.

Element x y z (Å)
1 Rb -2.043 4.303 0.858
2 Ca 1.558 3.548 -0.387
3 C -0.274 0.284 1.532
4 C 0.272 1.431 0.812
5 O 0.899 1.315 -0.251
6 O 0.106 2.593 1.324
7 H -1.173 -0.071 1.027
8 H -0.522 0.472 2.576
9 H 0.451 -0.528 1.486
10 C 0.149 -2.771 -1.746
11 Br -1.565 -2.236 -0.895
12 Br 1.688 -1.558 -1.387
13 Br -0.085 -3.101 -3.658
14 H 0.539 -3.680 -1.290

charge: +2
energy relative to the best compared isomer or geometry (same formula, charge and spin): 32.6 kcal per mole
spin multiplicity: 1
electronic energy: -8690.4188 Eh
HOMO-LUMO gap: 5.17 eV
molecular weight: 437.32 g/mol

14.
C3H4Br4 as an isolated structure, computed with ωB97M-V with the def2-TZVPD basis set.

Element x y z (Å)
1 C 0.562 0.397 -1.023
2 C 0.055 0.916 0.192
3 C -2.143 -0.191 0.308
4 Br 2.719 0.614 -0.878
5 Br -0.349 2.728 0.000
6 Br -1.781 -1.759 -0.762
7 Br -3.148 1.155 -0.450
8 H 0.528 1.024 -1.935
9 H 0.373 -0.641 -1.161
10 H 0.518 0.456 0.987
11 H -2.221 -0.657 1.266

charge: 0
energy relative to the best compared isomer or geometry (same formula, charge and spin): 68.4 kcal per mole
spin multiplicity: 1
electronic energy: -10412.6290 Eh
HOMO-LUMO gap (spin up / spin down): 7.49 / 7.48 eV
molecular weight: 359.68 g/mol

15.
A 2-piece molecular cluster, C3H4BrCl overall, computed with ωB97M-V with the def2-TZVPD basis set.

Element x y z (Å)
1 C -1.405 1.158 1.593
2 C -0.642 0.421 2.161
3 Cl 0.385 -0.485 3.024
4 H -2.289 1.648 1.202
5 C 0.993 -0.595 -1.518
6 Br -0.349 0.478 -2.441
7 H 1.443 -1.229 -2.300
8 H 1.603 -0.095 -0.806
9 H 0.261 -1.300 -0.913

charge: 0
energy relative to the best compared isomer or geometry (same formula, charge and spin): 52.6 kcal per mole
SMILES: C#CCl.CBr
spin multiplicity: 1
electronic energy: -3150.8102 Eh
HOMO-LUMO gap: 10.62 eV
molecular weight: 155.42 g/mol

16.
One molecule with the formula C3H4BrF, computed with ωB97M-V with the def2-TZVPD basis set.

Element x y z (Å)
1 C 1.339 -0.089 0.345
2 C 0.187 -0.475 -0.133
3 F -0.004 -1.724 -0.835
4 C -1.082 0.295 -0.132
5 Br -0.994 2.130 0.409
6 H 1.998 -0.911 0.342
7 H 1.670 0.867 0.575
8 H -1.416 0.221 -1.168
9 H -1.699 -0.314 0.597

charge: 0
energy relative to the best compared isomer or geometry (same formula, charge and spin): 14.3 kcal per mole
SMILES: C=C(F)CBr
spin multiplicity: 1
electronic energy: -2790.5411 Eh
HOMO-LUMO gap: 10.94 eV
molecular weight: 138.97 g/mol

17.
One molecule with the formula C3H4BrF, computed with ωB97M-V with the def2-TZVPD basis set.

Element x y z (Å)
1 C 0.222 -1.356 0.512
2 C 0.324 -0.362 -0.375
3 F 0.779 -0.794 -1.639
4 C -0.234 1.150 -0.264
5 Br -0.305 1.688 1.573
6 H 0.520 -2.279 0.003
7 H -0.133 -1.143 1.531
8 H 0.110 2.063 -0.871
9 H -1.283 1.033 -0.471

charge: 0
energy relative to the best compared isomer or geometry (same formula, charge and spin): 19.4 kcal per mole
SMILES: C=C(F)CBr
spin multiplicity: 1
electronic energy: -2790.5330 Eh
HOMO-LUMO gap: 10.81 eV
molecular weight: 138.97 g/mol

18.
C3H4BrF3O as an isolated structure, computed with ωB97M-V with the def2-TZVPD basis set.

Element x y z (Å)
1 C 0.537 -0.219 0.200
2 C 0.400 1.080 -0.473
3 C -1.233 -1.080 0.363
4 O 0.302 0.978 -1.813
5 F 1.326 -1.093 -0.463
6 F -1.940 -0.079 0.960
7 F -1.716 -1.097 -0.878
8 Br 2.204 2.092 -0.128
9 H 0.941 0.036 1.203
10 H -0.373 1.607 -0.031
11 H -1.243 -2.084 0.684
12 H 0.990 0.592 -2.340

charge: 0
energy relative to the best compared isomer or geometry (same formula, charge and spin): 46.6 kcal per mole
spin multiplicity: 1
electronic energy: -3065.4880 Eh
HOMO-LUMO gap: 10.57 eV
molecular weight: 192.96 g/mol

19.
C3H4BrI as an isolated structure, computed with ωB97M-V with the def2-TZVPD basis set.

Element x y z (Å)
1 C -0.491 -0.473 0.173
2 C 0.626 0.093 0.642
3 C 1.813 0.492 -0.153
4 Br 2.434 2.246 0.005
5 I 3.305 -1.022 -0.005
6 H -1.147 -0.644 0.974
7 H -0.474 -0.662 -0.948
8 H 0.923 -0.025 1.672
9 H 1.420 0.529 -1.621

charge: 0
energy relative to the best compared isomer or geometry (same formula, charge and spin): 47.7 kcal per mole
spin multiplicity: 1
electronic energy: -2988.3077 Eh
HOMO-LUMO gap: 9.61 eV
molecular weight: 246.87 g/mol

20.
C3H4BrNO as an isolated structure, computed with ωB97M-V with the def2-TZVPD basis set.

Element x y z (Å)
1 C 0.128 -1.143 0.311
2 C -1.427 -0.038 -0.153
3 C 1.054 -0.091 -0.182
4 N 0.460 1.232 0.090
5 O -0.975 1.176 -0.009
6 Br -3.232 -0.306 -0.010
7 H 0.089 -2.093 -0.198
8 H 2.005 -0.122 0.354
9 H 1.272 -0.132 -1.264
10 H 0.626 1.516 1.061

charge: 0
energy relative to the best compared isomer or geometry (same formula, charge and spin): 141.1 kcal per mole
spin multiplicity: 1
electronic energy: -2820.4886 Eh
HOMO-LUMO gap (spin up / spin down): 7.41 / 7.45 eV
molecular weight: 149.98 g/mol